Entry from OMol25: a gas-phase ion, C3H9N2O (charge +1) in a non-equilibrium geometry (ωB97M-V with the def2-TZVPD basis set).

The geometry in XYZ format:
```
15
Properties=species:S:1:pos:R:3:lowdin_charge:R:1
C 1.067 -0.346 -0.595 -0.26
C 0.030 -0.964 0.442 -0.03
C -2.273 -0.247 -0.052 -0.18
N -1.942 1.041 -0.032 0.19
N 1.948 0.429 0.218 -0.05
O -1.436 -1.154 0.052 0.06
H 1.612 -1.245 -0.995 0.13
H 0.767 0.457 -1.354 0.14
H 0.336 -2.020 0.579 0.14
H -0.039 -0.474 1.365 0.11
H -3.349 -0.319 -0.252 0.18
H -0.901 1.239 -0.137 0.14
H -2.669 1.800 -0.338 0.20
H 2.505 -0.167 0.913 0.13
H 2.589 1.056 -0.285 0.10
```

Computed properties:
Multiplicity   1
Net charge   +1
Orbital gap   9.56 eV
Energy relative to the best compared isomer or geometry (same formula, charge and spin)   62.5 kcal/mol
E_LUMO   -3.8883 eV


Entry from OMol25: C3H6N2O in the gas phase (ωB97M-V with the def2-TZVPD basis set).

The geometry in XYZ format:
```
12
Properties=species:S:1:pos:R:3:lowdin_charge:R:1
C 0.981 1.340 -1.358 -0.14
N 0.386 0.272 -0.577 -0.02
C -0.466 0.587 0.300 -0.23
N -1.087 -0.359 1.113 0.06
C -0.876 -1.723 1.018 -0.32
O -1.447 -2.531 1.716 0.03
H 1.389 0.916 -2.279 0.07
H 0.269 2.132 -1.628 0.07
H 1.811 1.799 -0.810 0.08
H -0.798 1.612 0.516 0.13
H -1.781 -0.054 1.783 0.14
H -0.134 -1.974 0.245 0.13
```

Computed properties:
Multiplicity   1
Orbital gap   10.54 eV
Energy relative to the best compared isomer or geometry (same formula, charge and spin)   23.5 kcal/mol
E_LUMO   0.8556 eV


Entry from OMol25: a gas-phase ion, C9H15FNO (charge +1) in a non-equilibrium geometry (ωB97M-V with the def2-TZVPD basis set).

The geometry in XYZ format:
```
27
Properties=species:S:1:pos:R:3:lowdin_charge:R:1
C 1.587 -1.362 -0.332 -0.35
C 0.127 -1.728 -0.073 -0.04
C -0.852 -0.571 0.156 -0.18
C 0.352 1.151 0.006 0.10
C 2.528 -0.564 0.464 -0.21
C -0.643 0.463 -0.964 -0.49
C 2.734 -0.629 1.955 -0.01
C -0.193 -0.082 -2.307 0.02
C -1.918 1.309 -0.941 -0.02
N -0.237 0.417 1.131 0.11
O 1.987 -1.865 -1.375 0.12
F 3.534 -0.047 -0.209 0.14
H -0.300 -2.193 -0.951 0.13
H 0.129 -2.329 0.752 0.10
H -1.844 -1.021 0.257 0.18
H 0.500 2.267 0.017 0.15
H 2.377 0.277 2.509 0.09
H 3.784 -0.829 2.172 0.10
H 2.088 -1.511 2.500 0.15
H -0.501 0.592 -3.188 0.14
H -0.886 -0.912 -2.417 0.10
H 0.804 -0.242 -2.296 0.04
H -1.798 2.257 -1.391 0.07
H -2.288 1.508 0.173 0.13
H -2.673 0.659 -1.517 0.13
H -1.001 0.609 1.817 0.21
H 0.398 0.035 1.768 0.10
```

Computed properties:
Multiplicity   1
Net charge   +1
Orbital gap (spin up / spin down)   8.93 / 7.40 eV
Energy relative to the best compared isomer or geometry (same formula, charge and spin)   81.3 kcal/mol
E_LUMO (spin up / spin down)   -4.6097 / -5.1639 eV


Entry from OMol25: 2 unconnected molecules or ions with the total composition C19H28BF8N3O4P in a non-equilibrium geometry (ωB97M-V with the def2-TZVPD basis set).

The geometry in XYZ format:
```
64
Properties=species:S:1:pos:R:3:lowdin_charge:R:1
C 4.325 -1.139 0.966 0.15
C 3.815 -1.236 -0.105 -0.14
C 3.063 -1.350 -1.349 -0.13
C 2.117 -0.202 -1.572 -0.10
C 2.498 0.948 -2.329 -0.08
P 4.185 1.061 -3.042 0.51
N 5.201 0.798 -1.924 -0.11
O 4.426 2.501 -3.674 -0.09
O 4.247 0.008 -4.261 -0.11
C 1.563 1.942 -2.520 -0.02
B 1.840 3.278 -3.349 -0.49
O 1.515 3.310 -4.668 0.19
C 2.442 4.516 -2.591 -0.15
C 1.423 5.673 -2.532 -0.09
C 0.303 1.751 -1.941 0.00
N -0.043 0.696 -1.259 0.19
N 0.863 -0.251 -1.105 0.02
C 0.363 -1.452 -0.343 -0.26
C 0.868 -1.423 1.119 0.00
C -1.163 -1.453 -0.299 -0.20
C -1.799 -1.755 -1.670 -0.24
C -3.096 -0.994 -1.938 -0.08
H 4.677 -1.300 1.954 0.05
H 3.803 -1.392 -2.137 0.10
H 2.566 -2.315 -1.341 0.13
H 5.800 0.008 -2.126 0.02
H 4.121 2.505 -4.597 0.10
H 3.546 -0.652 -4.205 0.08
H 2.105 3.937 -5.105 0.13
H 2.670 4.258 -1.557 0.11
H 3.384 4.841 -3.030 0.11
H 1.869 6.560 -2.098 0.08
H 1.014 5.902 -3.513 0.08
H 0.592 5.402 -1.884 0.08
H -0.439 2.524 -2.083 0.14
H 0.623 -2.370 -0.851 0.14
H 0.040 -1.396 1.812 0.07
H 1.410 -2.348 1.297 0.09
H 1.567 -0.612 1.276 0.08
H -1.560 -0.575 0.196 0.10
H -1.403 -2.292 0.351 0.11
H -1.930 -2.832 -1.740 0.11
H -1.073 -1.499 -2.448 0.09
H -3.735 -1.026 -1.063 0.06
H -2.850 0.023 -2.230 0.07
H -3.600 -1.462 -2.778 0.07
C -4.138 -0.534 3.711 -0.04
C -3.488 -1.496 2.698 -0.43
C -3.968 -2.947 2.696 -0.30
F -3.707 -3.556 3.862 0.11
F -3.300 -3.620 1.721 0.09
F -2.140 -1.450 2.833 0.11
F -3.774 -1.000 1.458 0.09
O -3.421 -0.259 4.900 0.05
C -3.551 -1.062 6.015 -0.54
C -2.214 -1.697 6.401 -0.29
F -1.750 -2.471 5.396 0.09
F -2.389 -2.477 7.486 0.11
F -4.518 -1.982 5.854 0.15
F -3.928 -0.267 7.034 0.16
H -4.173 0.428 3.201 0.15
H -5.175 -0.799 3.912 0.15
H -5.040 -3.004 2.486 0.18
H -1.476 -0.924 6.623 0.18
```

Computed properties:
Multiplicity   1
Net charge   +1
Orbital gap   7.87 eV
E_LUMO   -4.3327 eV


The calculation returns the following E values, one per record and in order: -304.15080 -302.65567 -581.32928 -2370.92389 Eh.